{"formula": "C3H12N2S", "method": "ωB97M-V/def2-TZVPD", "species": ["C", "S", "C", "H", "H", "H", "H", "H", "H", "N", "C", "N", "H", "H", "H", "H", "H", "H"], "positions_angstrom": [[1.609, 1.194, -0.316], [1.941, -0.485, 0.245], [1.486, -1.423, -1.289], [2.354, 1.607, -1.012], [0.748, 1.147, -0.950], [1.379, 1.897, 0.502], [2.172, -2.369, -1.378], [1.706, -0.745, -2.160], [0.469, -1.740, -1.175], [-2.951, 0.177, 1.583], [-2.214, 0.821, 0.496], [-1.489, 0.216, -0.642], [-2.490, -0.709, 1.850], [-3.915, -0.089, 1.326], [-1.472, 1.482, 0.968], [-2.987, 1.603, 0.020], [-2.236, 0.012, -1.281], [-0.992, -0.642, -0.566]], "forces_ev_per_angstrom": [[0.03, 0.52, -0.67], [0.19, -0.31, -0.25], [2.43, -0.35, -0.05], [0.40, -0.15, 0.69], [-0.92, -0.01, -0.02], [0.35, -0.52, -0.23], [-1.28, 1.84, 0.25], [-0.56, -0.90, 0.77], [-0.46, -0.14, -0.51], [-0.10, -1.69, -0.63], [-0.48, 3.08, -0.27], [-2.15, 0.54, -0.24], [-0.24, 0.73, 0.01], [0.82, 0.25, -0.05], [-0.15, -0.29, 0.14], [1.72, -1.77, 0.83], [-0.04, -0.26, -0.84], [0.45, -0.57, 1.08]], "homo_lumo_gap_ev": 9.376, "de_lowest_kcal_mol": 21.8, "total_charge": 0, "smiles": "CSC.NCN"}